# C2H6N3OS

2 unconnected molecules or ions with the total composition C2H6N3OS in a non-equilibrium geometry (ωB97M-V with the def2-TZVPD basis set, the Open Molecules 2025 dataset).

Bonds (Å) are listed after each position.
Positions of all 13 atoms, in Å:
1 C 2.03264 -0.25263 -0.39273  N3 1.433, N4 1.387, O6 1.189
2 C 0.47599 1.20801 0.23637  N3 1.381, N5 1.314, H8 1.121
3 N 1.84032 1.09456 0.05660  C1 1.433, C2 1.381, H10 0.990
4 N 0.74839 -0.76914 -0.47845  C1 1.387, N5 1.362, H11 1.101
5 N -0.19949 0.12862 -0.08989  C2 1.314, N4 1.362, H12 0.976
6 O 3.06803 -0.82349 -0.51582  C1 1.189
7 S -3.19260 -0.36989 -0.10210  H9 1.474, H13 1.378
8 H -0.06057 2.12328 0.59929  C2 1.121
9 H -3.28036 -1.81858 -0.36183  S7 1.474
10 H 2.47400 1.63013 0.59663  N3 0.990
11 H 0.66871 -1.86439 -0.55704  N4 1.101
12 H -1.16250 0.13852 -0.24858  N5 0.976
13 H -3.41257 -0.42500 1.25754  S7 1.378

Summary:
HOMO level: -14.4 eV
Lowest unoccupied orbital energy: -4.2738 eV
Total energy: -717.210689 Eh
Charge: +1
Orbital gap: 10.078 eV
Spin multiplicity: 1
Energy above the lowest of the compared OMol25 structures with the same formula, charge and spin: 1.925 eV

Löwdin atomic charge list, values in e, 8 entries: -0.47 0.00 0.23 0.13 0.08 0.16 0.53 0.19